[1]
{
  "formula": "C3H5Cl3OSi",
  "method": "the ωB97M-V functional and the def2-TZVPD basis",
  "total_charge": 0,
  "homo_lumo_gap_ev": [7.05, 7.75],
  "homo_ev": [-8.314, -8.263],
  "multiplicity": 1,
  "e_above_lowest_kcal_mol": 92.3,
  "lumo_ha": [-0.046, -0.019],
  "max_force_ev_per_a": 4.71,
  "molar_mass_g_mol": 191.52,
  "elements": ["C", "C", "C", "O", "Si", "Cl", "Cl", "Cl", "H", "H", "H", "H", "H"],
  "positions_angstrom": [[1.293, 1.723, 0.802], [0.951, 0.534, 0.344], [1.111, -1.454, -0.875], [1.465, -0.188, -0.544], [-2.217, 0.321, 0.319], [-3.201, 1.967, -0.007], [-2.540, -0.573, 2.195], [-2.839, -1.227, -0.978], [0.791, 2.620, 1.082], [2.304, 1.874, 0.640], [1.941, -2.155, -0.695], [0.780, -1.579, -1.913], [0.162, -1.863, -0.369]]
}

=====

[2]
{
  "formula": "C15H34Cl2F6NPPdSSi4Te",
  "method": "the ωB97M-V functional and the def2-TZVPD basis",
  "total_charge": 3,
  "homo_lumo_gap_ev": [6.06, 5.62],
  "homo_ev": [-16.776, -17.186],
  "multiplicity": 2,
  "e_above_lowest_kcal_mol": 10.2,
  "s_squared": 0.81,
  "lumo_ha": [-0.394, -0.425],
  "max_force_ev_per_a": 0.72,
  "molar_mass_g_mol": 822.74,
  "elements": ["Pd", "F", "P", "F", "F", "F", "F", "F", "S", "C", "N", "C", "C", "C", "C", "H", "H", "H", "H", "H", "Cl", "C", "Cl", "H", "H", "C", "Si", "C", "C", "Si", "Te", "Si", "C", "C", "C", "Si", "C", "C", "C", "H", "H", "H", "H", "H", "H", "H", "H", "H", "H", "H", "H", "H", "H", "H", "H", "H", "H", "H", "H", "H", "H", "H", "H", "H", "H", "H"],
  "positions_angstrom": [[-1.509, -2.721, 0.679], [0.840, -3.049, -0.899], [1.220, -1.567, -1.329], [2.626, -1.590, -0.612], [0.577, -0.929, 0.029], [-0.189, -1.294, -2.045], [1.864, -1.950, -2.707], [1.591, 0.166, -1.720], [-1.238, -2.114, 2.845], [-0.040, -3.336, 3.228], [-0.258, -4.076, 4.342], [0.591, -5.019, 4.789], [1.731, -5.303, 4.077], [1.984, -4.584, 2.914], [1.110, -3.587, 2.497], [-1.108, -3.899, 4.868], [0.315, -5.520, 5.707], [2.407, -6.068, 4.430], [2.880, -4.783, 2.340], [1.326, -2.989, 1.622], [-2.246, -3.843, -1.511], [-2.695, -5.353, -0.670], [-2.310, -5.185, 1.065], [-2.108, -6.165, -1.081], [-3.763, -5.507, -0.770], [-3.861, 1.885, -2.504], [-2.785, 2.828, -1.337], [-3.625, 3.705, 0.078], [-1.437, 3.786, -2.166], [-1.524, 1.311, 0.258], [-2.992, -0.544, 0.504], [0.032, 2.256, 1.996], [1.442, 1.081, 2.208], [0.475, 3.905, 1.281], [-1.164, 2.324, 3.416], [2.591, 1.023, -3.057], [2.628, 2.608, -2.111], [4.203, 0.165, -3.201], [1.493, 0.947, -4.531], [-4.616, 2.584, -2.881], [-4.396, 1.045, -2.063], [-3.286, 1.527, -3.358], [-4.555, 4.122, -0.324], [-3.012, 4.530, 0.443], [-3.913, 3.079, 0.925], [-1.918, 4.608, -2.709], [-0.901, 3.185, -2.901], [-0.727, 4.232, -1.469], [2.085, 1.030, 1.329], [1.115, 0.077, 2.464], [2.039, 1.471, 3.040], [1.040, 3.824, 0.352], [1.116, 4.420, 2.004], [-0.398, 4.538, 1.119], [-1.524, 1.337, 3.707], [-2.018, 2.974, 3.221], [-0.625, 2.749, 4.270], [3.107, 2.482, -1.139], [1.628, 3.029, -1.982], [3.217, 3.346, -2.662], [4.792, 0.245, -2.286], [4.772, 0.646, -4.002], [4.095, -0.887, -3.464], [0.608, 1.574, -4.412], [1.176, -0.081, -4.723], [2.023, 1.294, -5.420]]
}